CF2N2O4 | the ωB97M-V functional and the def2-TZVPD basis

XYZ file:
```
9
Properties=species:S:1:pos:R:3
F -0.648 -1.903 0.445
F -1.994 -1.146 -1.172
O 1.709 -0.750 0.399
O 0.273 1.060 0.314
O 2.532 1.249 0.171
O -1.591 1.433 -0.254
N 1.682 0.401 0.249
N -0.868 0.485 0.003
C -1.095 -0.827 -0.155
```

Computed properties:
ΔE to the lowest compared entry with this formula, charge and spin   3.357 eV
Kohn-Sham gap (spin up / spin down)   8.737 / 8.738 eV
HOMO energy (spin up / spin down)   -0.3527 / -0.3527 hartree
Strongest force on any atom   5.6 eV Å⁻¹
Net charge   0